This record from the Open Molecules 2025 dataset describes a molecular structure, C37H56BN3O2SiSn. The level of theory is ωB97M-V/def2-TZVPD.

The value obtained for the HOMO-LUMO gap is 7.5545 eV. As for the LUMO energy: 0.6 eV. As for the HOMO energy: -6.925 eV. Its multiplicity is 1.

Element x y z (Å)
Sn1 0.445 0.742 -1.000
O1 -1.010 -0.884 -2.045
C1 -2.178 -0.898 -2.870
C2 -1.864 -0.534 -4.308
C3 -1.232 0.858 -4.453
C4 -2.159 1.964 -4.030
C5 -2.848 2.736 -4.961
C6 -3.697 3.732 -4.513
C7 -3.832 3.933 -3.149
C8 -3.111 3.115 -2.293
N1 -2.299 2.150 -2.714
H1 -0.339 -1.493 -2.387
H2 -2.855 -0.168 -2.434
H3 -2.646 -1.884 -2.805
H4 -2.801 -0.579 -4.872
H5 -1.197 -1.285 -4.744
H6 -0.929 1.009 -5.490
H7 -0.335 0.915 -3.833
H8 -2.706 2.561 -6.020
H9 -4.239 4.349 -5.219
H10 -4.478 4.703 -2.753
H11 -3.178 3.239 -1.218
C9 3.876 0.559 -2.574
Si1 2.950 -1.064 -2.419
C10 4.057 -2.316 -1.583
C11 2.551 -1.693 -4.141
O2 1.562 -0.850 -1.591
H12 4.808 0.445 -3.131
H13 4.128 0.952 -1.586
H14 3.269 1.311 -3.083
H15 4.746 -2.761 -2.304
H16 3.474 -3.117 -1.131
H17 4.655 -1.857 -0.794
H18 3.458 -1.849 -4.726
H19 1.921 -0.985 -4.683
H20 2.021 -2.647 -4.094
C12 3.649 -1.445 4.357
C13 3.277 -1.107 2.912
C14 4.499 -0.612 2.137
C15 2.630 -2.289 2.213
C16 3.363 -3.459 2.043
C17 2.825 -4.543 1.373
C18 1.550 -4.454 0.835
C19 0.787 -3.300 0.977
C20 -0.626 -3.228 0.432
C21 -0.788 -3.965 -0.896
C22 -1.619 -3.753 1.472
C23 1.330 -2.238 1.698
N2 0.524 -1.097 1.986
B1 0.112 0.012 1.166
N3 -0.535 0.889 2.113
C24 -0.563 0.285 3.366
C25 0.082 -0.892 3.293
C26 -1.285 2.078 1.878
C27 -2.659 1.930 1.637
C28 -3.429 3.062 1.419
C29 -2.853 4.322 1.442
C30 -1.500 4.448 1.685
C31 -0.681 3.339 1.914
C32 0.786 3.673 2.190
C33 1.460 4.166 0.905
C34 1.679 2.635 2.867
C35 -3.306 0.560 1.570
C36 -3.691 0.241 0.127
C37 -4.504 0.438 2.513
H21 4.000 -0.554 4.880
H22 4.447 -2.188 4.391
H23 2.797 -1.848 4.906
H24 2.562 -0.284 2.932
H25 5.270 -1.381 2.070
H26 4.934 0.258 2.631
H27 4.222 -0.325 1.120
H28 4.369 -3.519 2.439
H29 3.403 -5.449 1.249
H30 1.145 -5.300 0.299
H31 -0.859 -2.176 0.252
H32 -0.721 -5.047 -0.773
H33 -0.018 -3.664 -1.609
H34 -1.770 -3.752 -1.323
H35 -1.417 -4.802 1.701
H36 -2.644 -3.676 1.102
H37 -1.548 -3.185 2.400
H38 -1.029 0.756 4.215
H39 0.287 -1.605 4.074
H40 -4.491 2.958 1.232
H41 -3.460 5.204 1.285
H42 -1.055 5.435 1.717
H43 0.742 4.526 2.876
H44 1.514 3.364 0.165
H45 2.477 4.500 1.115
H46 0.915 4.992 0.449
H47 1.956 1.827 2.190
H48 1.220 2.190 3.748
H49 2.600 3.131 3.182
H50 -2.569 -0.183 1.877
H51 -4.417 0.960 -0.259
H52 -4.127 -0.757 0.051
H53 -2.808 0.282 -0.512
H54 -5.333 1.072 2.192
H55 -4.236 0.724 3.530
H56 -4.863 -0.592 2.534